(1)
The following is a DFT calculation (wB97M-V/def2-TZVPD) of a single C5H8O molecule.

The geometry in XYZ format:
```
14
Properties=species:S:1:pos:R:3
C -0.425 0.673 -2.696
C -0.322 0.980 -1.535
C -0.523 0.848 -0.089
C 0.585 0.064 0.676
C -0.085 -1.033 1.491
O 1.518 -0.583 -0.161
H -0.704 0.162 -3.590
H -1.431 0.236 -0.085
H -0.764 1.780 0.433
H 1.105 0.764 1.349
H -0.540 -1.748 0.796
H 0.636 -1.568 2.114
H -0.872 -0.620 2.131
H 1.823 0.043 -0.832
```

Computed properties:
ΔE to the lowest compared entry with this formula, charge and spin: 243.1 kJ/mol
SMILES: C#CC[C@@H](C)O

Atomic partial charges in e from the Mulliken method, atoms 1 to 4:
1 C 0.07
2 C -0.76
3 C -0.32
4 C 0.42


(2)
The following is a DFT calculation (wB97M-V/def2-TZVPD) of a single C5H8O molecule.

The geometry in XYZ format:
```
14
Properties=species:S:1:pos:R:3
O -2.184 0.984 0.079
C -1.144 1.570 0.713
C 0.066 0.998 0.765
C 0.632 0.102 -0.299
C 1.277 -1.224 -0.028
C 0.028 -1.165 -0.859
H -1.808 0.103 -0.046
H -1.414 2.537 1.125
H 0.768 1.368 1.500
H 1.148 0.701 -1.054
H 2.214 -1.458 -0.526
H 1.187 -1.612 0.980
H 0.113 -1.341 -1.929
H -0.883 -1.563 -0.421
```

Computed properties:
ΔE to the lowest compared entry with this formula, charge and spin: 201.0 kJ/mol
SMILES: O/C=C\C1CC1

Atomic partial charges in e from the Mulliken method, atoms 1 to 4:
1 O -0.49
2 C -0.14
3 C -0.71
4 C 0.15